1.
Here is 6 unconnected molecules or ions with the total composition C7H24FO5S2 at a distorted geometry from the Open Molecules 2025 dataset. Energies are from ωB97M-V/def2-TZVPD.

HOMO level: -5.8 eV
Kohn-Sham gap: 8.567 eV
strongest force on any atom: 1.64 eV Å⁻¹
ΔE to the lowest compared entry with this formula, charge and spin: 0.332 eV
total charge: -1

Each line ends with the Mulliken charge.
Atoms and positions in Å:
F1 -0.2160 0.1117 0.1035  -0.8929
C1 1.4667 -0.1212 -2.8973  -0.4668
O1 0.1288 -0.1336 -2.5072  -0.4880
H1 1.4649 -0.6896 -3.8347  0.2691
H2 1.9201 0.8640 -3.0664  0.2308
H3 2.0667 -0.6785 -2.1677  0.0142
H4 0.0431 0.1116 -1.5531  0.3705
C2 -2.1986 2.5126 0.9634  -0.5924
O2 -1.9706 2.2333 -0.4188  -0.5249
H5 -1.8672 3.5328 1.1844  0.2584
H6 -3.2561 2.3661 1.1800  0.2497
H7 -1.5913 1.9004 1.6327  0.2220
H8 -1.2492 1.5738 -0.4264  0.3969
C3 1.3011 2.5228 2.1109  -0.6754
O3 0.6993 1.2647 2.3546  -0.4289
H9 2.0820 2.6362 2.8624  0.2589
H10 1.6325 2.6309 1.0688  0.2764
H11 0.5949 3.3678 2.1029  0.2340
H12 0.5413 0.8995 1.4517  0.2777
C4 3.4346 -0.1656 0.2847  -0.7651
S1 3.7457 -0.7100 1.9482  0.4775
O4 2.4680 -1.3294 2.4087  -0.5529
C5 4.8432 -2.1283 1.6216  -0.9701
H13 2.6200 0.5513 0.2285  0.2588
H14 3.2105 -0.9724 -0.4163  0.1663
H15 4.3619 0.2465 -0.1312  0.4444
H16 4.7178 -2.9156 2.3599  0.3405
H17 5.8639 -1.7840 1.4533  0.3291
H18 4.5200 -2.6083 0.6921  0.2812
C6 -5.2217 -2.2084 -0.6169  -0.9688
S2 -3.7151 -1.3723 -0.0834  0.5664
O5 -2.6941 -2.4697 0.0983  -0.6180
C7 -3.3824 -0.5853 -1.6964  -0.6641
H19 -5.6152 -2.8586 0.1685  0.3229
H20 -4.9059 -2.8473 -1.4423  0.2679
H21 -6.0942 -1.5964 -0.8509  0.3424
H22 -2.4090 -0.0924 -1.6508  0.0286
H23 -4.0835 0.2034 -1.9743  0.3573
H24 -3.2569 -1.2625 -2.5450  0.3665

Force components x, y, z for each atom (eV/Å):
F 0.3 0.9 -0.5
C -0.3 -0.9 -0.1
O -0.4 0.7 0.0
H 0.5 0.2 -0.1
H -0.2 0.1 0.1
H 0.2 0.1 -0.1
H 0.0 -0.4 0.5
C 0.5 0.1 -0.3
O 0.2 0.0 0.5
H -0.4 0.2 0.0
H -0.1 0.2 0.2
H -0.1 -0.4 -0.2
H 0.0 -0.4 0.1
C -0.7 -0.1 -0.3
O 0.3 0.8 -0.7
H 0.2 0.5 -0.3
H 0.8 -0.4 0.2
H -0.2 -0.1 0.8
H -0.7 -0.8 0.2
C 0.9 -0.3 -1.3
S -1.2 -0.7 0.8
O 0.7 0.1 0.1
C -0.1 0.0 -1.4
H 0.0 0.0 0.4
H -0.3 -0.3 0.5
H 0.0 0.4 0.3
H 0.2 0.5 0.5
H 0.1 -0.1 0.4
H -0.1 0.2 -0.1
C -0.5 -0.8 0.1
S 1.1 -0.3 -0.4
O -1.3 0.8 -0.3
C 0.8 0.4 -0.4
H 0.6 0.0 0.2
H -0.3 0.1 -0.1
H 0.5 0.5 -0.4
H 0.0 -0.1 0.6
H -0.3 -0.1 0.4
H -0.4 -0.5 0.4


2.
Here is 6 unconnected molecules or ions with the total composition C7H24IN8O5 at a distorted geometry from the Open Molecules 2025 dataset. Energies are from ωB97M-V/def2-TZVPD.

HOMO level: -5.5 eV
Kohn-Sham gap: 7.759 eV
strongest force on any atom: 8.97 eV Å⁻¹
ΔE to the lowest compared entry with this formula, charge and spin: 3.625 eV
total charge: -1

Each line ends with the Mulliken charge.
Atoms and positions in Å:
I1 1.8000 -1.3112 -0.8814  -0.4859
C1 -1.3342 -1.4697 1.5224  -0.4694
C2 -2.4437 -0.3914 1.3461  0.5317
C3 -3.0812 -0.2077 -0.1101  -1.0361
O1 -3.4760 -0.6766 2.2808  -0.6054
H1 -0.4631 -1.0505 1.0190  -0.2111
H2 -1.6040 -2.4981 1.2821  0.3418
H3 -1.0398 -1.4917 2.5717  0.2859
H4 -2.1485 0.6240 1.6104  0.1226
H5 -3.9735 0.4135 -0.1887  0.3749
H6 -3.2476 -1.2020 -0.5244  0.2826
H7 -2.5165 0.3751 -0.8378  0.0327
H8 -3.0072 -0.6238 3.1169  0.3360
C4 2.1590 3.5140 -0.7239  0.7671
O2 1.2568 3.5620 -1.5300  -0.8507
N1 2.7639 2.3402 -0.5318  -0.4246
N2 2.5325 4.3289 0.1976  -0.4101
H9 2.5271 1.5095 -1.0552  0.0895
H10 3.3197 2.3478 0.3116  0.1730
H11 3.4501 4.2054 0.6012  0.1884
H12 1.9876 5.1577 0.3881  0.2192
C5 0.4768 -5.3535 -1.4714  0.5645
O3 0.6055 -6.4459 -1.9424  -0.7426
N3 -0.1304 -4.9943 -0.3708  -0.3462
N4 0.9103 -4.3849 -2.0886  -0.2054
H13 -0.5937 -5.7750 0.0720  0.2012
H14 -0.2874 -4.0127 -0.1921  0.2395
H15 1.0519 -3.4555 -1.7196  -0.0763
H16 1.2741 -4.7420 -2.9605  0.1561
C6 1.0924 0.9825 2.9551  0.6465
O4 0.7028 1.6989 3.8597  -0.7405
N5 1.4910 -0.2358 3.2098  -0.4180
N6 1.2404 1.2888 1.7088  -0.1375
H17 1.6763 -0.6965 2.3303  0.2484
H18 1.2030 -0.6152 4.1004  0.2280
H19 0.7411 2.0934 1.3576  0.0898
H20 1.6188 0.5972 1.0774  -0.1311
C7 -1.2090 1.7037 -2.7076  0.4524
O5 -2.1009 1.0454 -3.1268  -0.6800
N7 -1.2595 2.9787 -2.6665  -0.3642
N8 -0.0016 1.3389 -2.2300  -0.2366
H21 -0.5083 3.5221 -2.2658  0.2633
H22 -2.0087 3.4467 -3.1561  0.1593
H23 0.5647 2.1054 -1.8955  0.4845
H24 -0.0107 0.4545 -1.7424  0.0929

Force components x, y, z for each atom (eV/Å):
I 0.4 0.3 0.5
C -0.1 1.9 0.0
C -0.9 0.3 -1.4
C 0.7 -0.6 0.8
O -0.7 -0.2 0.1
H 0.1 -0.8 -0.4
H -0.1 0.3 -0.6
H -0.1 0.1 0.3
H 1.0 -0.1 0.0
H -0.5 -0.5 1.0
H -0.3 0.1 -0.2
H 1.0 -0.5 0.3
H -0.3 -0.1 0.3
C -0.8 -4.5 -1.0
O -1.1 2.6 -1.0
N 1.8 -0.7 0.0
N 0.7 4.6 2.5
H 0.2 -0.2 0.1
H -0.1 -1.3 -0.4
H -0.5 0.4 0.1
H 0.4 0.0 -0.1
C -1.5 -2.4 1.9
O -0.4 -4.5 -0.3
N -1.9 -1.0 3.5
N 3.6 6.0 -5.6
H -0.2 0.8 0.5
H -0.3 -0.4 0.3
H 0.1 0.1 -0.4
H 0.5 1.1 -0.1
C -0.5 0.9 3.1
O -1.0 1.5 0.6
N 1.1 -2.6 0.2
N 0.0 2.1 -3.4
H 0.0 -1.6 0.9
H 0.3 -0.4 -0.6
H 0.3 -0.2 -0.1
H -0.4 0.2 -0.6
C 2.3 -1.1 0.7
O -2.5 -2.9 -1.2
N -1.4 6.6 -0.4
N 0.3 -2.6 0.4
H -0.3 0.1 -0.3
H 0.2 -0.1 0.2
H 0.1 -0.5 0.2
H 0.6 -0.1 -0.2


3.
Here is a molecular structure, C7H24IrN4O5 at a distorted geometry from the Open Molecules 2025 dataset. Energies are from ωB97M-V/def2-TZVPD.

HOMO level (spin up / spin down): -9.1 / -11.6 eV
Kohn-Sham gap (spin up / spin down): 6.515 / 6.779 eV
strongest force on any atom: 4.82 eV Å⁻¹
expectation value of S²: 6.015
multiplicity: 5
ΔE to the lowest compared entry with this formula, charge and spin: 0.000 eV
total charge: +1

Each line ends with the Löwdin spin population.
Atoms and positions in Å:
O1 3.3834 -0.0751 1.7120  0.1096
H1 4.3039 0.2978 1.6337  0.0174
Ir1 0.6243 -0.4234 -0.2598  1.1991
N1 0.3617 -2.2947 -0.7316  0.4249
N2 -1.1392 -0.7786 0.3099  0.3765
O2 1.4327 -2.9773 -1.2322  0.2571
O3 -1.9471 0.2145 0.8635  0.0710
C1 -0.8688 -2.8766 -0.5492  0.1301
C2 -1.7169 -1.9946 0.1272  0.2215
C3 -1.1864 -4.2808 -0.9450  0.0127
C4 -3.0642 -2.2037 0.6648  0.0314
H2 -0.3527 -4.8638 -1.3401  -0.0005
H3 -1.9708 -4.3229 -1.7114  0.0054
H4 -1.5831 -4.8295 -0.0824  0.0037
H5 -3.7674 -1.4721 0.2622  0.0083
H6 -3.1248 -2.1761 1.7603  0.0098
H7 -3.4553 -3.1811 0.3741  -0.0004
H8 2.2387 -1.9992 -1.0216  -0.0011
H9 -2.6821 -0.2930 1.3113  -0.0003
O4 -1.8900 2.0951 -2.4566  -0.0002
H10 -2.2808 1.5080 -3.1431  0.0000
H11 -2.7166 2.4378 -2.0255  0.0000
C5 1.9126 -1.2703 2.4184  0.7125
H12 1.8191 -0.5339 3.2378  0.0313
H13 2.7520 -1.9795 2.5093  0.0290
H14 0.9464 -1.9032 2.3988  0.0649
O5 2.5778 -0.8986 -0.6444  0.0574
H15 3.1477 -0.3422 0.7390  0.0075
H16 2.9112 -0.3941 -1.4241  0.0046
N3 1.0384 1.1265 -1.6007  0.1338
C6 1.8284 2.2173 -0.9741  0.0139
C7 1.2502 2.5248 0.3973  0.0051
N4 0.5198 1.3147 0.9397  0.0430
H17 1.5930 0.7414 -2.3705  0.0053
H18 0.1715 1.4888 -2.0219  0.0025
H19 2.9117 1.9024 -0.9084  0.0004
H20 1.7969 3.1050 -1.6353  0.0052
H21 2.0162 2.7792 1.1406  0.0004
H22 0.5158 3.3555 0.3423  0.0003
H23 0.8193 1.1067 1.9102  0.0060
H24 -0.4693 1.5621 1.0621  0.0012

Force components x, y, z for each atom (eV/Å):
O 2.4 2.0 -3.3
H -1.0 -0.4 0.2
Ir -1.8 -2.1 3.4
N 2.0 -1.9 -2.3
N -0.8 2.9 0.3
O -1.0 1.4 0.9
O -1.3 -1.1 0.6
C -0.8 0.3 0.9
C 1.0 -2.1 -1.0
C -0.4 -0.5 0.1
C -1.0 -0.9 -0.2
H 0.2 0.5 0.2
H 0.1 0.2 0.1
H 0.1 0.1 -0.1
H -0.1 0.0 0.0
H 0.2 0.1 0.0
H 0.1 0.1 0.0
H -0.3 -0.9 -0.2
H 0.9 1.1 -0.4
O -1.7 -0.3 -0.1
H 0.6 0.5 0.5
H 1.3 -0.3 -0.4
C -2.5 -3.1 2.7
H 0.3 -0.5 -0.6
H -0.5 0.6 0.0
H 0.9 1.0 -0.6
O 1.3 0.3 -2.0
H 0.8 0.4 2.2
H 0.1 -0.8 0.8
N 0.4 1.7 -2.3
C 0.9 0.3 -0.5
C -0.7 0.1 1.0
N 0.3 1.5 0.9
H -0.5 0.3 0.0
H 0.3 0.0 0.2
H -1.2 0.2 0.0
H 0.1 -0.3 0.5
H -0.1 0.1 -0.5
H 0.6 -0.4 0.0
H 0.2 0.0 -0.9
H 0.4 -0.2 -0.3


What is the ΔE to the lowest compared entry with this formula, charge and spin in the second record? 3.625 eV


Among the records above, which one has the lowest ΔE to the lowest compared entry with this formula, charge and spin? C7H24IrN4O5


total charge of number 3 (C7H24IrN4O5)? +1